Below is a cluster of 2 separate species, C4H12 in total at a distorted geometry, with properties calculated with ωB97M-V with the def2-TZVPD basis set.

```
16
Properties=species:S:1:pos:R:3
C 0.284 -1.186 -2.352
C -0.716 -0.229 -1.780
H 0.082 -2.261 -2.096
H 0.306 -1.179 -3.425
H 1.342 -1.005 -2.025
H -0.043 0.413 -1.043
H -1.663 -0.731 -1.305
H -1.312 0.520 -2.328
C 0.295 0.055 2.400
C 0.177 1.402 1.682
H 0.735 0.122 3.437
H -0.644 -0.385 2.772
H 0.615 -0.878 1.911
H -0.619 1.186 0.764
H 1.170 1.779 1.330
H -0.209 2.167 2.311
```

Values from the calculation:
M, g mol⁻¹: 60.14
E, Eh: -159.474315
HOMO (alpha / beta), eV: 1.54 / -6.99
Frontier orbital gap (alpha / beta), Eh: 0.10368 / 0.41952
2S+1: 2
Net charge: -1

Below is a structure of composition C38H38Cl7Ge2O5V, with properties calculated with ωB97M-V with the def2-TZVPD basis set.

```
91
Properties=species:S:1:pos:R:3
V 0.364 1.007 -0.109
C 5.356 -3.923 -0.306
O 5.314 -3.423 1.013
C 4.310 -2.552 1.312
C 4.348 -2.050 2.639
C 3.388 -1.166 3.027
C 2.372 -0.710 2.148
C 1.369 0.195 2.589
C 1.229 0.593 4.037
O 0.543 0.716 1.797
C 2.337 -1.217 0.805
O 1.475 -0.885 -0.066
C 3.338 -2.171 0.434
H 6.222 -4.580 -0.348
H 5.473 -3.109 -1.027
H 4.449 -4.488 -0.541
H 5.142 -2.373 3.294
H 3.420 -0.773 4.033
H 1.382 -0.245 4.713
H 0.242 1.018 4.196
H 1.975 1.358 4.263
H 3.287 -2.540 -0.581
C -3.202 1.994 -2.731
C -2.844 2.836 -1.520
Ge -2.111 1.800 0.015
C -2.473 2.977 1.587
C -2.460 2.262 2.927
C -3.589 0.511 0.176
C -3.341 -0.781 -0.079
Ge -1.370 -1.073 -0.168
C -0.805 -2.113 -1.795
C -1.013 -3.615 -1.948
C -0.995 -1.999 1.567
C -1.536 -3.397 1.827
C -4.412 -1.805 -0.143
C -5.772 -1.489 -0.067
C -6.742 -2.469 -0.142
C -6.389 -3.804 -0.296
C -5.048 -4.139 -0.363
C -4.079 -3.150 -0.283
H -3.592 2.603 -3.548
H -3.955 1.245 -2.482
H -2.332 1.456 -3.109
H -3.748 3.297 -1.109
H -2.186 3.656 -1.801
H -3.487 3.337 1.377
H -1.828 3.855 1.599
H -3.044 1.339 2.886
H -2.871 2.879 3.730
H -1.444 1.991 3.203
H -4.596 0.875 0.373
H 0.264 -1.916 -1.848
H -1.251 -1.587 -2.644
H -0.738 -4.163 -1.046
H -0.395 -4.008 -2.760
H -2.045 -3.875 -2.190
H -1.416 -1.311 2.309
H 0.081 -2.001 1.729
H -2.626 -3.442 1.752
H -1.270 -3.735 2.832
H -1.131 -4.128 1.127
H -6.079 -0.460 0.044
H -7.786 -2.190 -0.083
H -7.152 -4.568 -0.357
H -4.746 -5.173 -0.472
H -3.033 -3.431 -0.312
Cl 0.959 3.588 2.215
C 0.772 4.150 0.572
C 0.400 3.268 -0.444
C 0.368 3.894 -1.687
Cl -0.078 3.006 -3.128
C 0.651 5.232 -1.924
Cl 0.592 5.894 -3.519
C 0.979 6.059 -0.862
Cl 1.313 7.731 -1.112
C 1.038 5.500 0.409
Cl 1.453 6.506 1.751
Cl 6.707 0.498 -3.826
C 5.378 0.810 -2.744
C 5.649 1.474 -1.529
C 4.644 1.734 -0.648
Cl 4.970 2.536 0.846
C 3.276 1.337 -0.889
O 2.404 1.524 -0.004
C 3.043 0.695 -2.149
C 1.740 0.325 -2.568
O 0.654 0.550 -1.997
C 4.107 0.433 -3.050
H 6.661 1.775 -1.300
H 1.684 -0.230 -3.516
H 3.890 -0.065 -3.985
```

Values from the calculation:
M, g mol⁻¹: 1019.05
E, Eh: -10166.308934
HOMO (alpha / beta), eV: -5.18 / -4.44
Frontier orbital gap (alpha / beta), Eh: 0.25575 / 0.22871
2S+1: 2
Net charge: -1

Below is a cluster of 5 separate species, C30H65N2O9 in total at a distorted geometry, with properties calculated with ωB97M-V with the def2-TZVPD basis set.

```
106
Properties=species:S:1:pos:R:3
C 2.230 2.865 -3.585
C 1.588 2.406 -2.307
C 1.727 1.111 -1.830
C 1.159 0.714 -0.620
C 0.395 1.576 0.177
C -0.081 1.061 1.539
C -1.285 1.763 2.156
C -0.437 -0.453 1.447
C 0.247 2.862 -0.335
O -0.466 3.850 0.391
C -1.766 4.011 -0.029
N -1.845 4.993 -1.185
C -2.490 4.414 -2.402
C -2.589 5.441 -3.513
C -2.923 4.807 -4.846
N -4.202 4.097 -4.784
C 0.840 3.282 -1.526
H 1.502 2.896 -4.390
H 3.070 2.236 -3.848
H 2.620 3.867 -3.433
H 2.300 0.393 -2.394
H 1.355 -0.296 -0.306
H 0.763 1.140 2.218
H -1.053 2.796 2.402
H -1.512 1.284 3.100
H -2.151 1.758 1.502
H -1.171 -0.702 2.203
H 0.435 -1.086 1.532
H -0.926 -0.605 0.489
H -2.378 4.367 0.791
H -2.182 3.072 -0.375
H -0.925 5.368 -1.410
H -2.439 5.773 -0.902
H -1.924 3.544 -2.722
H -3.484 4.076 -2.129
H -3.336 6.197 -3.286
H -1.620 5.933 -3.621
H -3.032 5.617 -5.561
H -2.105 4.184 -5.216
H -4.084 3.187 -4.352
H -4.521 3.899 -5.724
H 0.780 4.313 -1.846
C 6.363 -2.371 -5.748
O 5.006 -1.968 -5.837
C 4.093 -2.950 -5.375
C 3.585 -2.626 -3.989
O 4.615 -2.701 -3.016
C 5.129 -1.437 -2.643
H 6.979 -1.497 -5.953
H 6.606 -2.751 -4.754
H 6.586 -3.140 -6.495
H 4.553 -3.942 -5.385
H 3.246 -2.962 -6.067
H 2.819 -3.358 -3.711
H 3.123 -1.632 -3.983
H 4.399 -0.895 -2.028
H 5.389 -0.834 -3.517
H 6.027 -1.603 -2.051
C -3.212 5.392 5.214
O -4.393 4.972 4.552
C -4.226 3.792 3.791
C -4.763 2.570 4.503
O -4.004 2.266 5.657
C -4.624 2.670 6.868
H -3.488 6.189 5.902
H -2.756 4.577 5.779
H -2.485 5.787 4.494
H -3.169 3.643 3.539
H -4.785 3.927 2.856
H -4.689 1.709 3.828
H -5.818 2.713 4.753
H -5.483 2.030 7.092
H -4.949 3.712 6.825
H -3.890 2.561 7.664
C -4.169 -1.646 2.619
O -3.172 -2.643 2.501
C -3.375 -3.738 3.389
C -3.978 -4.930 2.682
O -5.297 -4.661 2.234
C -5.380 -4.389 0.848
H -4.044 -0.952 1.787
H -5.174 -2.070 2.575
H -4.048 -1.094 3.559
H -4.009 -3.436 4.227
H -2.397 -4.019 3.789
H -4.034 -5.764 3.387
H -3.342 -5.235 1.846
H -5.215 -5.301 0.265
H -4.656 -3.629 0.542
H -6.385 -4.022 0.645
C 7.612 -6.195 0.636
O 7.149 -4.872 0.846
C 6.383 -4.363 -0.234
C 4.901 -4.405 0.058
O 4.420 -5.738 0.149
C 4.236 -6.182 1.480
H 8.025 -6.551 1.578
H 6.802 -6.861 0.330
H 8.401 -6.211 -0.123
H 6.600 -4.912 -1.155
H 6.684 -3.321 -0.381
H 4.370 -3.922 -0.768
H 4.681 -3.853 0.977
H 3.371 -5.687 1.937
H 5.122 -5.997 2.093
H 4.048 -7.253 1.447
```

Values from the calculation:
M, g mol⁻¹: 597.86
E, Eh: -1968.307041
HOMO, eV: -10.36
Frontier orbital gap, Eh: 0.27853
Net charge: +1

Below is the ion C4H7NO2P with charge -1 at a distorted geometry, with properties calculated with ωB97M-V with the def2-TZVPD basis set.

```
15
Properties=species:S:1:pos:R:3
C 0.600 -0.753 3.576
C 0.907 -1.088 2.295
P 1.674 0.031 0.974
O 2.886 -0.668 0.518
O 1.624 1.487 1.285
N 0.272 -0.301 -0.370
C 0.682 -0.076 -1.535
C -0.273 0.292 -2.800
H 0.180 -1.542 4.261
H 1.010 0.158 3.983
H 0.659 -1.968 1.775
H 1.773 -0.106 -1.657
H -1.330 0.022 -2.609
H -0.014 1.298 -2.808
H -0.009 -0.247 -3.730
```

Values from the calculation:
M, g mol⁻¹: 132.08
E, Eh: -703.270698
HOMO, eV: -4.42
Frontier orbital gap, Eh: 0.31012
SMILES: C=C[P@](=O)([O-])/N=C/C
Net charge: -1